Density functional theory data (ωB97M-V/def2-TZVPD) for the molecule C6H10N2O.

Computed properties:
structure (SMILES)	[H]/N=C(/N=C(C)C)C(C)=O
E_HOMO	-8.47	eV
charge	0
gap between HOMO and LUMO	8.509	eV
energy above the lowest of the compared OMol25 structures with the same formula, charge and spin	2.757	eV

Last column: Löwdin charge in e.
Cartesian coordinates (Å):
H -0.62191 -1.70098 2.98487  0.04
N 0.25656 -1.43088 2.55014  0.11
C 0.13031 -0.59028 1.62294  -0.43
N 0.99475 -0.07375 0.78762  0.17
C 0.96640 0.41552 -0.41184  -0.36
C 0.99090 -0.48884 -1.60918  -0.03
C 1.41276 1.83300 -0.60773  -0.03
C -1.22939 0.17589 0.95402  -0.35
C -2.07780 -0.78549 0.17307  -0.01
O -1.54071 1.24100 1.40477  0.11
H 1.98948 -0.50960 -2.04933  0.09
H 0.68219 -1.49568 -1.33414  0.08
H 0.31909 -0.10584 -2.37999  0.08
H 2.45879 1.84589 -0.92039  0.09
H 1.33470 2.39101 0.32157  0.09
H 0.81859 2.31789 -1.38302  0.09
H -1.67223 -1.79198 0.15523  0.08
H -3.07934 -0.80650 0.60183  0.09
H -2.13315 -0.44040 -0.86040  0.08